1.
The following is a quantum chemistry calculation of a molecular structure, C4H9N3 in a non-equilibrium geometry, from OMol25.

Summary:
HOMO level   -0.314 hartree
F_max   4.079 eV/Å
Gap between HOMO and LUMO   9.321 eV

XYZ file:
```
16
Properties=species:S:1:pos:R:3:nbo_charge:R:1
C 0.4598 1.3266 0.1209 -0.18
C 1.3729 1.0573 -1.0443 -0.64
C -1.0076 -1.1328 -0.7262 0.44
N -0.5869 -2.3397 -0.2474 -0.87
C -1.0503 0.0063 1.7972 -0.05
N -1.3987 -0.4616 -1.6345 -0.50
N -0.3224 -0.0739 0.7614 -0.42
H -0.3036 -2.9864 -0.9684 0.40
H 0.0447 -2.2234 0.5452 0.40
H -0.2599 2.1274 -0.0387 0.21
H 1.0580 1.5232 1.0113 0.19
H -1.1307 0.9252 2.3768 0.16
H -1.7395 -0.7958 2.0391 0.19
H 0.8455 1.1622 -1.9887 0.24
H 1.8474 0.0806 -0.9553 0.22
H 2.1712 1.8048 -1.0483 0.22
```


2.
The following is a quantum chemistry calculation of a molecular structure, C49H41BiF3GeN7O3S in a non-equilibrium geometry, from OMol25.

Summary:
Net charge   +1
HOMO level (spin up / spin down)   -0.366 / -0.366 hartree
Spin multiplicity   2
F_max   4.246 eV/Å
Gap between HOMO and LUMO (spin up / spin down)   5.274 / 4.178 eV

XYZ file:
```
106
Properties=species:S:1:pos:R:3:lowdin_charge:R:1
Bi -0.1007 -1.2740 -1.3660 1.73
O 4.8334 -2.6912 -2.9869 0.03
C 5.0952 -1.4304 -3.0763 -0.36
C 6.4381 -1.0866 -3.3079 0.00
C 6.8501 0.2358 -3.1591 -0.06
C 5.8830 1.2528 -3.0634 -0.08
C 4.5633 0.8378 -2.8958 -0.04
C 4.1339 -0.4888 -2.8324 -0.10
C 2.7347 -0.9416 -2.5776 -0.41
O 1.8862 -0.0588 -2.1767 -0.17
N 2.5381 -2.2398 -2.6966 0.02
N 1.2443 -2.6829 -2.5681 -0.14
C 0.9123 -3.9914 -2.5533 -0.01
C -0.3798 -4.5128 -2.2887 -0.30
C -0.6661 -5.8587 -2.3062 -0.01
C -1.9291 -6.3284 -2.0785 -0.01
C -2.8767 -5.3740 -1.6687 0.00
C -2.5081 -4.0193 -1.5452 -0.09
N -1.2945 -3.6068 -1.9408 0.03
H 3.7333 -2.7365 -3.0347 0.06
H 7.2322 -1.8802 -3.5161 0.15
H 7.8828 0.5333 -3.2974 0.11
H 6.0362 2.3427 -3.0604 0.11
H 3.8042 1.6459 -2.8156 0.12
H 1.6692 -4.7446 -2.6342 0.14
H 0.1134 -6.5341 -2.6269 0.13
H -2.1649 -7.4033 -2.1976 0.14
H -3.8745 -5.6481 -1.4387 0.11
H -3.2243 -3.2139 -1.2308 0.09
F -5.6354 -1.9576 -1.8655 0.14
C -5.4832 -0.8131 -2.5414 -0.55
F -6.5028 -0.8516 -3.5015 0.08
F -5.8769 0.1859 -1.6892 0.11
C -4.1766 -0.4798 -3.1509 -0.09
C -4.0940 -0.2235 -4.4710 -0.01
C -2.8993 0.1172 -5.1214 -0.03
C -1.7638 0.2206 -4.3312 -0.07
N -1.8260 -0.2330 -3.0222 -0.12
C -2.9107 -0.4204 -2.3152 -0.76
S -2.8980 -0.5271 -0.6070 0.65
H -4.9871 -0.3173 -5.0484 0.12
H -2.8412 0.3395 -6.2117 0.13
H -0.8024 0.6083 -4.6312 0.12
C -0.9981 4.9553 5.3002 -0.08
C -0.4623 5.4669 4.0031 -0.28
C 0.6715 4.9408 3.4073 -0.04
C 1.1674 5.4857 2.2472 -0.02
C 0.5682 6.6118 1.6405 -0.29
N 1.1855 7.2358 0.5511 0.12
C 2.1200 6.7442 -0.3870 -0.52
O 2.9465 7.5217 -0.8968 0.04
N 1.9219 5.5165 -0.8682 0.14
C 0.8169 4.6478 -0.7137 -0.22
C -0.4801 5.0931 -1.0543 0.02
C -1.5179 4.2312 -0.8295 -0.04
C -1.2342 2.9268 -0.3930 -0.14
N 0.0067 2.5041 -0.1656 0.05
C 1.0250 3.3541 -0.2639 -0.10
C -0.6383 7.0785 2.1227 -0.02
C -1.0513 6.6378 3.4113 -0.01
H -0.7140 5.5942 6.1915 0.10
H -0.5539 3.9986 5.5328 0.06
H -2.0841 4.8120 5.4968 0.09
H 1.1452 4.1215 3.9070 0.11
H 2.1043 5.2427 1.8779 0.09
H 1.2824 8.2783 0.6795 0.18
H 2.6781 5.1920 -1.3958 0.14
H -0.7310 6.0879 -1.2791 0.11
H -2.5394 4.4351 -1.0154 0.10
H -2.0303 2.1574 -0.3134 0.07
H 2.0751 2.9092 -0.2328 0.14
H -1.1130 7.9249 1.5453 0.13
H -1.8582 7.1432 3.9189 0.10
C 1.0539 -0.3338 2.6176 -0.20
Ge 0.5641 -1.7486 1.3359 0.87
C 1.9717 -3.1014 1.5737 -0.35
C 2.9347 -3.3245 0.5933 -0.12
C 4.1332 -3.8261 1.0448 -0.06
C 4.3209 -4.3329 2.3674 -0.05
C 3.2360 -4.3365 3.2517 -0.05
C 2.0159 -3.7333 2.8152 -0.10
C -1.0664 -2.5789 2.0522 -0.30
C -1.1884 -3.8997 1.7305 -0.13
C -2.4547 -4.5369 1.7929 -0.08
C -3.5156 -3.9491 2.4344 -0.02
C -3.4402 -2.6057 2.8468 -0.14
C -4.5523 -1.8602 3.3843 -0.02
C -4.4283 -0.5213 3.5877 -0.09
C -3.3063 0.1783 3.1158 -0.07
C -2.1759 -0.4835 2.6466 -0.09
C -2.2076 -1.9028 2.5110 -0.20
H 0.3327 -0.3575 3.4399 0.03
H 1.2681 0.6590 2.1768 0.03
H 2.0151 -0.6249 3.0109 0.02
H 2.8798 -3.0239 -0.4342 0.07
H 4.9153 -3.7786 0.3087 0.10
H 5.2949 -4.6276 2.6484 0.09
H 3.2416 -4.8797 4.2169 0.12
H 1.2310 -3.5788 3.4985 0.09
H -0.3101 -4.4277 1.3696 0.09
H -2.5373 -5.6024 1.5841 0.11
H -4.4651 -4.4988 2.5045 0.13
H -5.4866 -2.3669 3.6807 0.13
H -5.2890 0.0780 3.9149 0.12
H -3.3172 1.2689 3.3143 0.12
H -1.2442 0.0583 2.4885 0.07
```


3.
The following is a quantum chemistry calculation of 2 unconnected molecules or ions with the total composition C5H14N2O in a non-equilibrium geometry, from OMol25.

Summary:
HOMO level   -0.284 hartree
F_max   3.832 eV/Å
Gap between HOMO and LUMO   3.678 eV

XYZ file:
```
22
Properties=species:S:1:pos:R:3:nbo_charge:R:1
C -0.2017 0.6327 0.5040 -0.23
N 0.8699 -0.3275 0.3973 -0.48
C 2.2732 0.2175 0.5747 -0.43
C -1.4777 -0.0313 0.7384 -0.14
C -1.2894 -0.7077 2.1371 -0.63
N -2.4282 1.0109 0.7243 -0.40
C 0.5740 -0.2927 -2.9668 -0.25
O 1.1227 -1.1073 -2.0698 -0.65
H -0.0216 1.4530 1.2663 0.19
H -0.4012 1.1460 -0.4398 0.22
H 0.9688 -0.6410 -0.6340 0.42
H 2.6786 -0.0655 1.5678 0.21
H 2.9093 -0.3103 -0.2142 0.23
H 2.2234 1.2521 0.4213 0.19
H -1.5700 -0.5225 -0.2656 0.28
H -2.2688 -1.0416 2.4552 0.21
H -0.9754 0.1590 2.7674 0.22
H -0.6652 -1.5921 2.1877 0.24
H -3.3928 0.8338 0.8783 0.33
H -0.5345 0.0136 -2.8636 0.14
H 0.5021 -0.8087 -4.0069 0.20
H 1.1045 0.7295 -3.1591 0.13
```


4.
The following is a quantum chemistry calculation of 2 unconnected molecules or ions with the total composition C4H12 in a non-equilibrium geometry, from OMol25.

Summary:
HOMO level   -0.402 hartree
SMILES   CC.CC
F_max   4.644 eV/Å
Gap between HOMO and LUMO   12.027 eV

XYZ file:
```
16
Properties=species:S:1:pos:R:3:nbo_charge:R:1
C -2.1250 -0.7266 -1.5850 -0.61
C -0.6837 -0.9731 -1.5213 -0.61
H -2.8446 -1.1684 -0.8561 0.20
H -2.2651 0.3371 -1.5712 0.20
H -2.4836 -1.0637 -2.5290 0.20
H -0.5243 -2.0404 -1.6689 0.20
H -0.1361 -0.3351 -2.2647 0.20
H -0.2855 -0.6277 -0.4960 0.21
C 1.3554 0.4666 0.8491 -0.60
C 1.4369 1.2389 2.2045 -0.63
H 0.6096 0.8078 0.2676 0.20
H 2.3478 0.3417 0.3697 0.21
H 1.1331 -0.5404 1.2824 0.20
H 1.3090 0.4032 2.9097 0.21
H 0.8034 2.0367 2.4623 0.21
H 2.3528 1.8435 2.1468 0.21
```


Q: F_max of number 1 (C4H9N3)?
A: 4.079 eV/Å